1.
A single C18H35NO molecule, computed with ωB97M-V with the def2-TZVPD basis set.

## Properties
SMILES string: CCCCCCCCCCCCN1CCCCCC1=O
Gap between HOMO and LUMO in eV: 9.853
E_HOMO in eV: -8.98
Spin multiplicity: 1

Each line ends with the Mulliken charge.
Atoms and positions in Å:
1 C -5.61 -2.43 0.52  -1.105
2 C -6.37 -1.39 -0.29  -0.486
3 C -5.94 0.05 0.02  -0.740
4 C -4.52 0.36 -0.44  0.016
5 C -4.16 1.83 -0.19  -0.736
6 C -2.73 2.19 -0.61  -0.692
7 C -1.71 2.20 0.53  -0.944
8 C -1.46 0.85 1.21  -0.917
9 C -0.86 -0.22 0.29  -0.607
10 C 0.55 0.13 -0.19  -0.333
11 C 1.17 -1.01 -1.00  -0.593
12 C 2.54 -0.63 -1.56  -1.328
13 N 3.50 -0.31 -0.51  0.490
14 C 4.08 -1.41 0.22  -0.989
15 C 5.56 -1.64 -0.10  -0.747
16 C 6.48 -0.72 0.68  -0.682
17 C 6.27 0.76 0.37  -0.572
18 C 4.87 1.27 0.76  -0.883
19 C 3.84 0.99 -0.31  0.749
20 O 3.35 1.89 -0.97  -0.674
21 H -4.55 -2.43 0.27  0.251
22 H -5.70 -2.22 1.59  0.290
23 H -6.01 -3.42 0.33  0.362
24 H -6.24 -1.58 -1.35  0.295
25 H -7.44 -1.48 -0.07  0.336
26 H -6.02 0.23 1.10  0.324
27 H -6.63 0.74 -0.48  0.334
28 H -4.43 0.15 -1.51  0.277
29 H -3.82 -0.28 0.09  -0.161
30 H -4.86 2.45 -0.75  0.400
31 H -4.29 2.06 0.87  0.366
32 H -2.73 3.19 -1.04  0.399
33 H -2.39 1.51 -1.40  0.342
34 H -0.77 2.59 0.16  0.398
35 H -2.07 2.89 1.30  0.440
36 H -2.40 0.47 1.62  0.383
37 H -0.78 1.01 2.05  0.462
38 H -0.81 -1.16 0.85  0.431
39 H -1.50 -0.39 -0.57  0.277
40 H 1.18 0.35 0.67  0.232
41 H 0.52 1.02 -0.82  0.249
42 H 1.25 -1.90 -0.37  0.296
43 H 0.52 -1.26 -1.84  0.390
44 H 2.45 0.27 -2.17  0.520
45 H 2.94 -1.44 -2.17  0.349
46 H 3.51 -2.30 -0.04  0.457
47 H 3.96 -1.25 1.30  0.412
48 H 5.71 -1.49 -1.18  0.339
49 H 5.81 -2.67 0.13  0.332
50 H 7.52 -0.98 0.45  0.340
51 H 6.34 -0.89 1.75  0.286
52 H 6.43 0.95 -0.69  0.351
53 H 7.01 1.34 0.93  0.333
54 H 4.90 2.35 0.87  0.360
55 H 4.57 0.84 1.71  0.320



2.
A molecular structure, C8H22CsN2O6S at a distorted geometry, computed with ωB97M-V with the def2-TZVPD basis set.

## Properties
Total charge: -1
Gap between HOMO and LUMO in eV: 1.781
E_HOMO in eV: -1.56
Spin multiplicity: 1

Each line ends with the Mulliken charge.
Atoms and positions in Å:
1 Cs -9.11 11.66 2.06  0.648
2 S -16.10 11.75 2.71  1.185
3 O -15.88 10.73 1.65  -0.732
4 O -16.67 12.99 2.16  -0.725
5 O -16.98 11.21 3.73  -0.691
6 O -14.92 12.06 3.51  -0.690
7 C -4.18 15.24 0.47  -1.429
8 C -5.04 16.40 -0.07  0.765
9 C -5.94 16.06 -1.20  -0.967
10 O -6.13 17.21 -2.02  -0.339
11 C -7.14 16.94 -3.01  -0.732
12 N -5.93 16.81 0.98  -0.796
13 H -4.03 14.45 -0.26  0.323
14 H -4.64 14.65 1.27  0.359
15 H -3.25 15.65 0.87  0.340
16 H -4.31 17.21 -0.19  0.307
17 H -6.87 15.52 -1.03  0.437
18 H -5.50 15.38 -1.93  0.388
19 H -6.71 16.51 -3.92  0.301
20 H -7.40 17.91 -3.43  0.267
21 H -8.02 16.40 -2.67  0.302
22 H -6.54 17.55 0.66  0.237
23 H -5.32 17.27 1.63  0.244
24 C -4.75 10.91 10.04  -1.318
25 C -4.44 11.53 8.65  0.488
26 C -2.96 11.32 8.39  -0.935
27 O -2.60 9.94 8.38  -0.326
28 C -1.42 9.78 7.67  -0.766
29 N -5.18 10.86 7.52  -0.705
30 H -4.71 9.83 10.16  0.304
31 H -5.82 11.08 10.13  0.393
32 H -4.29 11.50 10.84  0.352
33 H -4.62 12.60 8.65  0.278
34 H -2.37 11.84 9.13  0.417
35 H -2.74 11.81 7.44  0.439
36 H -1.18 8.72 7.79  0.246
37 H -0.63 10.26 8.25  0.306
38 H -1.58 10.11 6.65  0.331
39 H -6.14 10.61 7.72  0.243
40 H -4.74 9.99 7.28  0.252



3.
A molecular structure, C11H24IO4P2Sn at a distorted geometry, computed with ωB97M-V with the def2-TZVPD basis set.

## Properties
Total charge: +3
Gap between HOMO and LUMO (alpha / beta) in eV: 4.827 / 4.822
E_HOMO (alpha / beta) in eV: -18.36 / -18.36
Spin multiplicity: 1

Each line ends with the Mulliken charge.
Atoms and positions in Å:
1 C -2.86 -2.09 -3.23  -0.824
2 C -1.53 -1.97 -2.67  0.733
3 H -2.88 -2.81 -4.07  0.377
4 H -3.20 -1.10 -3.57  0.339
5 H -3.54 -2.42 -2.43  0.337
6 O -0.40 -2.29 -2.71  -0.125
7 I -2.98 1.48 0.53  -0.007
8 Sn -0.82 -0.05 -0.26  0.581
9 P -0.42 -2.00 1.61  1.014
10 C 1.13 -2.78 2.17  -1.316
11 C -1.17 -1.45 3.17  -1.235
12 H -1.77 -2.26 3.58  0.480
13 H -1.71 -4.00 2.06  0.484
14 H -1.77 -0.56 2.99  0.300
15 H -2.34 -3.12 0.65  0.368
16 H 1.76 -2.04 2.67  0.418
17 H -0.38 -1.20 3.89  0.415
18 C -1.43 -3.45 1.16  -1.267
19 H 0.92 -3.59 2.88  0.428
20 H -0.87 -4.11 0.49  0.385
21 H 1.68 -3.20 1.31  0.437
22 P 0.56 1.81 -1.65  0.954
23 C 2.37 1.94 -1.83  -1.215
24 C -0.03 1.82 -3.37  -1.169
25 H -0.92 3.40 -0.58  0.263
26 H 0.10 4.15 -1.87  0.483
27 H 0.80 3.79 -0.25  0.292
28 C 0.09 3.45 -1.02  -1.100
29 H -1.10 1.59 -3.41  0.347
30 H 0.14 2.81 -3.81  0.478
31 H 2.64 2.79 -2.49  0.442
32 H 2.76 1.01 -2.27  0.424
33 H 0.52 1.06 -3.96  0.368
34 H 2.82 2.09 -0.84  0.312
35 C 1.81 -0.58 -0.05  0.123
36 O 2.90 -0.90 -0.02  -0.126
37 C 1.88 2.49 2.69  -0.771
38 O 1.49 1.69 1.55  -0.214
39 C 0.23 1.21 1.54  0.283
40 O -0.42 1.34 2.56  -0.431
41 H 1.70 1.95 3.63  0.298
42 H 1.30 3.42 2.68  0.348
43 H 2.95 2.69 2.59  0.291



4.
A molecular structure, C28H25BeBrSi at a distorted geometry, computed with ωB97M-V with the def2-TZVPD basis set.

## Properties
Total charge: -2
Gap between HOMO and LUMO in eV: 4.565
E_HOMO in eV: 0.22
Spin multiplicity: 1

Each line ends with the Mulliken charge.
Atoms and positions in Å:
1 C -1.32 -0.79 -1.89  -0.234
2 C -1.39 -1.80 -0.90  -1.029
3 C -2.26 -1.32 0.15  -0.162
4 H -1.00 -2.82 -1.00  0.458
5 C -2.46 0.09 -0.10  0.524
6 C -1.97 0.36 -1.41  -0.825
7 H -2.13 1.26 -1.99  0.314
8 H -0.93 -0.92 -2.90  0.408
9 H -2.66 -1.92 0.99  0.516
10 H -3.02 0.79 0.52  0.560
11 Be -0.91 -0.62 0.85  -0.451
12 Br 0.75 -1.70 1.59  -0.473
13 C 2.26 1.34 0.20  -0.348
14 C 1.38 2.08 -0.66  -0.599
15 C 1.24 1.34 -1.88  -0.753
16 H 0.86 2.99 -0.41  0.267
17 C 1.97 0.11 -1.74  -0.449
18 C 2.61 0.13 -0.46  -0.928
19 H 3.21 -0.67 -0.04  0.438
20 H 2.58 1.64 1.19  0.709
21 H 0.66 1.64 -2.73  0.517
22 H 2.01 -0.69 -2.46  0.414
23 C -1.03 5.43 3.23  -0.405
24 C 0.12 4.97 2.58  -0.773
25 C 0.28 3.61 2.33  -0.639
26 C -0.68 2.68 2.73  0.831
27 C -1.83 3.15 3.37  -0.102
28 C -2.01 4.52 3.62  -0.837
29 Si -0.28 0.81 2.72  -0.706
30 C 1.13 0.72 3.93  0.434
31 C 2.41 0.21 3.66  -0.150
32 C 3.33 0.07 4.70  -0.713
33 C 3.00 0.51 5.99  -0.413
34 C 1.74 1.08 6.24  -0.683
35 C 0.81 1.19 5.20  -0.139
36 C -1.69 -0.14 3.47  1.295
37 C -1.34 -1.24 4.27  -0.567
38 C -2.31 -2.07 4.83  -0.696
39 C -3.67 -1.77 4.62  -0.546
40 C -4.03 -0.68 3.82  -0.929
41 C -3.05 0.13 3.24  0.160
42 H -1.16 6.49 3.43  0.311
43 H 0.89 5.67 2.26  0.392
44 H 1.19 3.25 1.85  0.304
45 H -2.60 2.46 3.71  0.347
46 H -2.90 4.86 4.14  0.369
47 H 2.67 -0.15 2.67  0.284
48 H 4.31 -0.38 4.50  0.371
49 H 3.73 0.43 6.81  0.294
50 H 1.47 1.45 7.23  0.354
51 H -0.17 1.63 5.40  0.285
52 H -0.28 -1.49 4.41  0.285
53 H -2.00 -2.94 5.41  0.352
54 H -4.43 -2.40 5.08  0.319
55 H -5.08 -0.45 3.65  0.322
56 H -3.35 0.97 2.61  0.117



5.
8 unconnected molecules or ions with the total composition C12H40O14 at a distorted geometry, computed with ωB97M-V with the def2-TZVPD basis set.

## Properties
SMILES string: OCCO.OCCO.OCCO.OCCO.OCCO.OCCO.O.O
Gap between HOMO and LUMO in eV: 9.660
E_HOMO in eV: -9.61
Spin multiplicity: 1

Each line ends with the Mulliken charge.
Atoms and positions in Å:
1 O -3.41 2.24 -2.26  -0.474
2 C -2.98 3.29 -1.50  -0.945
3 C -2.73 2.62 -0.08  0.697
4 O -2.32 3.70 0.69  -0.558
5 H -4.30 2.01 -2.00  0.315
6 H -2.02 3.60 -1.84  0.443
7 H -3.76 4.05 -1.63  0.374
8 H -1.88 1.92 -0.18  -0.350
9 H -3.65 2.12 0.36  0.281
10 H -2.28 4.44 0.13  0.317
11 O 0.52 0.66 -2.14  -0.603
12 C -0.74 0.93 -2.76  0.538
13 C -0.70 0.29 -4.16  -0.622
14 O 0.45 0.67 -4.74  -0.586
15 H 0.49 0.70 -1.23  0.317
16 H -1.65 0.62 -2.26  0.133
17 H -0.81 2.01 -2.83  0.066
18 H -1.42 0.72 -4.93  0.232
19 H -0.84 -0.83 -4.14  0.286
20 H 1.14 0.34 -4.25  0.335
21 O -2.68 -1.08 -0.40  -0.456
22 C -2.33 -2.05 -1.32  0.420
23 C -3.62 -2.94 -1.40  -0.758
24 O -3.50 -3.87 -2.42  -0.517
25 H -2.17 -1.20 0.34  0.343
26 H -2.13 -1.60 -2.34  0.018
27 H -1.52 -2.63 -0.89  0.187
28 H -4.38 -2.20 -1.58  0.318
29 H -3.88 -3.30 -0.37  0.267
30 H -4.37 -4.19 -2.72  0.309
31 O 2.61 1.58 2.54  -0.566
32 C 3.53 0.72 1.99  -0.332
33 C 4.88 0.71 2.67  -0.734
34 O 5.60 -0.37 2.06  -0.536
35 H 2.61 2.43 2.07  0.337
36 H 3.20 -0.34 1.76  0.227
37 H 3.70 1.02 1.04  0.592
38 H 4.83 0.68 3.75  0.373
39 H 5.42 1.64 2.41  0.269
40 H 5.59 -0.18 1.15  0.301
41 O 0.70 -0.86 4.88  -0.568
42 C 0.34 -0.23 3.69  0.671
43 C -0.64 -1.22 3.05  -0.876
44 O -1.31 -0.63 1.96  -0.430
45 H 1.45 -0.38 5.27  0.349
46 H 0.06 0.86 3.80  0.266
47 H 1.26 -0.29 3.08  -0.519
48 H -1.41 -1.30 3.83  0.338
49 H -0.19 -2.16 2.76  0.329
50 H -2.12 -0.21 2.21  0.206
51 O 1.68 -4.08 0.53  -0.570
52 C 1.95 -2.70 0.51  0.047
53 C 1.74 -2.12 -0.87  0.137
54 O 2.48 -0.91 -0.89  -0.616
55 H 2.25 -4.35 1.30  0.390
56 H 1.36 -2.21 1.27  -0.309
57 H 3.00 -2.61 0.83  0.379
58 H 0.74 -1.94 -1.29  -0.152
59 H 2.20 -2.79 -1.61  0.359
60 H 2.04 -0.24 -0.48  0.213
61 O 0.31 3.10 -0.82  -0.530
62 H 0.44 2.31 -1.25  0.286
63 H 1.12 3.53 -0.88  0.197
64 O 0.81 0.71 0.51  0.225
65 H 1.02 1.53 0.92  0.050
66 H 0.19 0.25 1.11  -0.129



6.
A gas-phase ion, C4H9N2O2 (charge -1) at a distorted geometry, computed with ωB97M-V with the def2-TZVPD basis set.

## Properties
Total charge: -1
SMILES string: C[C@H](CN)NC(=O)[O-]
Gap between HOMO and LUMO in eV: 7.668
E_HOMO in eV: -4.00
Spin multiplicity: 1

Each line ends with the Mulliken charge.
Atoms and positions in Å:
1 C -0.70 0.16 -1.27  -1.543
2 C 0.00 0.23 0.08  0.632
3 C 1.33 -0.58 0.15  -1.009
4 N 2.06 -0.92 -1.08  -0.686
5 N -0.87 -0.11 1.15  -0.289
6 C -1.47 0.93 1.96  0.521
7 O -2.57 0.62 2.47  -0.784
8 O -0.87 2.02 1.97  -0.741
9 H 0.02 0.27 -2.10  0.354
10 H -1.47 0.91 -1.30  0.363
11 H -1.15 -0.83 -1.39  0.344
12 H 0.28 1.27 0.18  0.290
13 H 2.02 -0.03 0.81  0.312
14 H 1.17 -1.49 0.71  0.441
15 H 1.48 -1.51 -1.66  0.271
16 H 2.21 -0.08 -1.62  0.284
17 H -1.49 -0.87 0.93  0.241



7.
A molecular structure, C5H6O2 at a distorted geometry, computed with ωB97M-V with the def2-TZVPD basis set.

## Properties
Gap between HOMO and LUMO in eV: 9.998
E_HOMO in eV: -9.06
Spin multiplicity: 1

Each line ends with the Mulliken charge.
Atoms and positions in Å:
1 C 0.34 -0.84 1.65  -1.266
2 C -0.24 -0.19 0.32  0.300
3 O 0.24 1.20 0.38  -0.279
4 C -0.47 1.97 -0.41  0.183
5 O -1.33 1.55 -1.18  -0.492
6 C 0.24 -0.86 -0.86  -0.831
7 C 0.31 -1.31 -1.97  0.090
8 H 0.22 -1.93 1.66  0.354
9 H -0.09 -0.44 2.57  0.333
10 H 1.44 -0.67 1.72  0.309
11 H -1.27 0.21 -0.49  0.454
12 H -0.24 3.02 -0.32  0.389
13 H 0.55 -1.70 -2.93  0.455



8.
2 unconnected molecules or ions with the total composition C2H6O2 at a distorted geometry, computed with ωB97M-V with the def2-TZVPD basis set.

## Properties
SMILES string: C=O.CO
Gap between HOMO and LUMO in eV: 11.124
E_HOMO in eV: -10.29
Spin multiplicity: 1

Each line ends with the Mulliken charge.
Atoms and positions in Å:
1 C -3.33 0.63 2.06  -0.049
2 O -3.29 0.55 0.87  -0.369
3 H -2.89 -0.12 2.73  0.212
4 H -3.79 1.49 2.57  0.206
5 C 2.45 -0.27 -1.55  -0.502
6 O 1.34 -1.10 -1.33  -0.486
7 H 2.79 -0.41 -2.58  0.211
8 H 2.18 0.80 -1.48  0.239
9 H 3.32 -0.43 -0.90  0.243
10 H 1.22 -1.15 -0.37  0.296